Record 1
Molecular formula: C3H8NO
Method: DFT, the ωB97M-V functional and the def2-TZVPD basis

The geometry in XYZ format:
```
13
Properties=species:S:1:pos:R:3:forces:R:3
C 1.7909 -0.2343 1.5652 0.88 2.18 0.33
N 0.9347 0.6871 1.2948 -2.00 -1.56 -1.46
H 2.5427 0.1393 2.2591 0.94 -0.49 -0.73
H 1.8731 -1.2020 1.0656 -1.11 -0.33 0.98
H -0.0524 0.3698 0.9924 1.37 -0.08 -0.58
H 1.1495 1.6431 1.0260 0.30 0.48 1.72
C -1.4873 0.5726 -1.7733 0.70 -0.74 -0.58
C -0.7478 -0.3157 -1.1289 -1.01 -1.18 0.07
O -1.0466 -0.6228 0.2147 -0.46 -0.39 -0.21
H -1.0396 0.8588 -2.7203 -0.75 0.02 -0.22
H -2.5222 0.7522 -1.5065 0.39 0.98 0.41
H -0.1502 -1.0858 -1.6343 0.73 0.95 0.29
H -1.2450 -1.5624 0.3455 0.02 0.16 -0.04
```
Forces are in eV/Å.

Values from the calculation:
multiplicity: 1
max |F|: 2.927 eV/Å
gap between HOMO and LUMO: 7.67 eV
HOMO: -13.7 eV
net charge: +1

These are the Mulliken partial charges, in e, on atoms 1 to 8: number 1, C, carries -0.1159; number 2, N, carries -0.1622; number 3, H, carries 0.2966; number 4, H, carries 0.2703; number 5, H, carries 0.3960; number 6, H, carries 0.3047; number 7, C, carries -0.5970; number 8, C, carries -0.0158

---

Record 2
Molecular formula: C3H8NO2
Method: DFT, the ωB97M-V functional and the def2-TZVPD basis

The geometry in XYZ format:
```
14
Properties=species:S:1:pos:R:3:forces:R:3
C -1.1246 -0.6121 -1.2712 -1.16 -0.05 0.06
C 0.2664 -0.1441 -1.1130 1.15 -2.02 0.33
N 0.6138 -0.0264 0.2800 -0.71 4.42 3.06
O 1.1667 -1.1727 0.8492 -1.44 1.29 1.52
C 0.2794 1.1294 0.9969 2.72 -8.42 -0.28
O 0.3547 0.9977 2.2859 0.16 -1.29 -1.04
H -1.2122 -1.6339 -0.8827 -0.03 0.28 0.05
H -1.8661 0.0043 -0.7767 -0.33 0.24 -0.35
H -1.2212 -0.6884 -2.3361 -0.88 0.06 -0.60
H 0.7192 0.6380 -1.6960 -0.34 0.53 -0.19
H 0.7076 -1.0930 -1.3711 1.44 0.16 -0.47
H 0.8768 -1.1695 1.8210 0.58 -0.09 -1.57
H 0.0651 1.9591 0.4760 -1.07 2.98 -1.75
H 0.3742 1.8114 2.7378 -0.10 1.91 1.23
```
Forces are in eV/Å.

Values from the calculation:
multiplicity: 1
SMILES: CC/[N+](O)=C/O
max |F|: 8.852 eV/Å
gap between HOMO and LUMO: 10.38 eV
HOMO: -15.3 eV
net charge: +1

These are the Mulliken partial charges, in e, on atoms 1 to 8: number 1, C, carries -1.0382; number 2, C, carries -0.6019; number 3, N, carries 0.2529; number 4, O, carries -0.3533; number 5, C, carries 0.0785; number 6, O, carries -0.3961; number 7, H, carries 0.3491; number 8, H, carries 0.3348

---

Record 3
Molecular formula: C3H8NO2
Method: DFT, the ωB97M-V functional and the def2-TZVPD basis

The geometry in XYZ format:
```
14
Properties=species:S:1:pos:R:3:forces:R:3
O -1.4738 0.6536 -0.9470 0.57 1.11 -0.63
C -0.2223 1.2830 -0.6931 1.88 -1.48 1.02
C 0.2343 0.6702 0.6329 -0.54 -5.45 -2.63
N -0.5731 -0.6274 0.8583 -0.86 1.04 -2.09
C 0.6070 -1.1230 0.2340 1.27 3.58 0.57
O 1.5247 -1.8690 0.7987 0.50 -0.97 1.48
H -1.9062 1.1546 -1.6354 -0.60 -0.06 -0.42
H 0.5844 1.0863 -1.4749 -1.36 0.20 0.58
H -0.2246 2.3097 -0.4609 -0.75 1.58 -0.43
H 0.7515 1.0291 1.4448 0.83 0.94 1.61
H -0.9387 -0.8587 1.7696 0.30 -0.43 0.41
H -1.3527 -0.5084 0.0835 0.80 -0.39 1.55
H 0.7412 -1.0505 -0.8043 -1.21 -0.12 -1.45
H 2.2483 -2.1496 0.1938 -0.84 0.44 0.42
```
Forces are in eV/Å.

Values from the calculation:
multiplicity: 1
SMILES: OC[C@H]1[NH2+][C@@H]1O
max |F|: 6.078 eV/Å
gap between HOMO and LUMO: 10.31 eV
HOMO: -13.4 eV
net charge: +1

These are the Mulliken partial charges, in e, on atoms 1 to 8: number 1, O, carries -0.5342; number 2, C, carries -0.4159; number 3, C, carries -0.4553; number 4, N, carries -0.1989; number 5, C, carries 0.0627; number 6, O, carries -0.4657; number 7, H, carries 0.3701; number 8, H, carries 0.2747